Here is a single C3H5NO2 molecule from OMol25. Energies are from ωB97M-V/def2-TZVPD.

Summary:
**Frontier orbital gap**: 10.22 eV
**Total energy**: -322.53969 Ha
**Energy above the lowest of the compared OMol25 structures with the same formula, charge and spin**: 0.943 eV
**E_LUMO**: 0.01783 Eh
**SMILES**: CNC(=O)C=O

XYZ file:
```
11
Properties=species:S:1:pos:R:3:forces:R:3:nbo_charge:R:1
C -1.010062 1.392451 -0.124022 -0.2 0.1 0.0 -0.42
N 0.132622 0.519645 0.057220 0.0 -0.2 -0.1 -0.59
C -0.017316 -0.822555 0.096926 -0.2 0.1 0.0 0.56
O -1.083737 -1.411281 0.137176 0.3 0.1 -0.2 -0.59
C 1.291783 -1.607320 0.102717 0.4 0.0 0.4 0.36
O 2.136518 -1.445444 0.948819 -0.3 0.0 -0.4 -0.49
H -1.835995 1.034129 0.492318 0.1 0.1 -0.1 0.23
H -0.746190 2.408596 0.176036 0.0 -0.2 0.0 0.21
H -1.338646 1.398665 -1.170036 0.0 0.0 0.2 0.20
H 1.065174 0.894110 -0.017463 -0.1 -0.1 0.1 0.41
H 1.405851 -2.360992 -0.699688 -0.1 0.0 0.1 0.13
```
Positions in Å, forces in eV/Å.


Here is a single C3H5NO2 molecule from OMol25. Energies are from ωB97M-V/def2-TZVPD.

Summary:
**Frontier orbital gap**: 10.96 eV
**Total energy**: -322.53638 Ha
**Energy above the lowest of the compared OMol25 structures with the same formula, charge and spin**: 1.033 eV
**E_LUMO**: 0.02936 Eh
**SMILES**: CC(=O)NC=O

XYZ file:
```
11
Properties=species:S:1:pos:R:3:forces:R:3:nbo_charge:R:1
C -1.352616 0.369073 -0.406235 0.0 0.0 0.0 -0.71
C -0.160280 -0.547218 -0.484066 0.1 0.0 -0.8 0.75
O -0.165590 -1.676616 -0.867763 0.2 0.8 0.0 -0.51
O 0.228351 -0.607640 1.722075 0.4 0.2 0.7 -0.61
C 1.175865 -0.012473 1.222870 -0.2 -0.1 0.4 0.51
N 1.144094 0.161813 -0.107882 -0.3 -0.4 0.2 -0.72
H -2.244776 -0.144796 -0.039083 0.3 -0.1 -0.1 0.25
H -1.149823 1.239242 0.218174 0.0 -0.1 -0.1 0.23
H -1.538873 0.690769 -1.435883 -0.1 0.1 0.1 0.24
H 2.008447 0.373523 1.823996 0.1 0.1 -0.2 0.14
H 1.883306 0.610285 -0.647218 -0.6 -0.5 0.0 0.42
```
Positions in Å, forces in eV/Å.


Here is a molecular structure, C3H5NO2 from OMol25. Energies are from ωB97M-V/def2-TZVPD.

Summary:
**Frontier orbital gap**: 8.54 eV
**Total energy**: -322.47311 Ha
**Energy above the lowest of the compared OMol25 structures with the same formula, charge and spin**: 2.754 eV
**E_LUMO**: 0.02112 Eh

XYZ file:
```
11
Properties=species:S:1:pos:R:3:forces:R:3:nbo_charge:R:1
O -0.100937 -0.012545 -2.028658 0.3 0.0 -0.1 -0.69
C 0.013080 0.095224 -0.667913 -0.1 -0.1 0.3 0.06
C -0.236581 1.202144 0.337864 -0.1 0.4 -0.1 -0.24
N -0.518059 0.105500 1.329568 0.1 -0.1 0.2 -0.59
C -0.129025 -0.796108 0.323873 0.1 0.1 -0.1 0.40
O 0.018409 -2.119403 0.493326 0.0 0.0 -0.1 -0.65
H 0.749231 0.145581 -2.456146 -0.1 0.1 0.1 0.48
H 0.508111 -2.408300 -0.288538 -0.2 -0.3 0.1 0.49
H 0.647159 1.780137 0.638414 -0.2 -0.1 -0.1 0.19
H -1.083786 1.869321 0.162043 0.0 -0.1 0.1 0.20
H 0.039713 0.103763 2.180145 0.1 0.1 -0.1 0.36
```
Positions in Å, forces in eV/Å.


Here is a single C3H5NO2 molecule in a non-equilibrium geometry from OMol25. Energies are from ωB97M-V/def2-TZVPD.

Summary:
**Frontier orbital gap**: 10.57 eV
**Total energy**: -322.47331 Ha
**Energy above the lowest of the compared OMol25 structures with the same formula, charge and spin**: 2.749 eV
**E_LUMO**: 0.03094 Eh
**SMILES**: C[C@H]1NOC1=O

XYZ file:
```
11
Properties=species:S:1:pos:R:3:forces:R:3:nbo_charge:R:1
C -0.297818 -0.054841 0.347163 1.3 0.7 1.1 -0.17
C -0.764201 0.705030 -0.874648 0.1 -0.1 0.2 -0.61
N 0.127994 -1.422619 0.105831 -0.7 -0.5 -1.1 -0.33
C 1.254221 0.216249 0.725168 -1.6 -1.5 -1.8 0.78
O 1.499098 -1.161468 0.379486 0.8 1.4 1.1 -0.38
O 2.019531 1.096421 0.877538 -0.1 -0.4 0.3 -0.52
H -0.227127 -2.117991 0.758888 0.3 0.3 0.3 0.35
H -0.977352 0.060368 1.193836 0.0 0.0 0.0 0.21
H -0.033466 0.610062 -1.672823 0.0 0.0 -0.1 0.22
H -0.880934 1.757001 -0.626553 0.0 0.1 0.0 0.22
H -1.719945 0.311787 -1.213887 0.0 0.0 0.0 0.22
```
Positions in Å, forces in eV/Å.


Here is a single C3H5NO2 molecule from OMol25. Energies are from ωB97M-V/def2-TZVPD.

Summary:
**Frontier orbital gap**: 11.71 eV
**Total energy**: -322.54438 Ha
**Energy above the lowest of the compared OMol25 structures with the same formula, charge and spin**: 0.815 eV
**E_LUMO**: 0.03162 Eh
**SMILES**: [H]/N=C(/C)OC=O

XYZ file:
```
11
Properties=species:S:1:pos:R:3:forces:R:3:nbo_charge:R:1
C 0.840457 -0.901920 -0.771922 0.0 0.0 0.0 -0.70
C -0.479525 -0.332560 -0.368967 -0.2 -0.1 -0.4 0.57
N -1.474999 -0.213907 -1.122639 0.3 0.0 0.4 -0.62
O -0.554882 -0.007626 1.008906 0.0 0.1 0.0 -0.54
C 0.004132 1.162947 1.376612 0.2 0.3 -0.2 0.65
O 0.507189 1.956355 0.630727 -0.2 -0.4 0.3 -0.56
H 1.026203 -1.832105 -0.224463 0.0 0.1 0.0 0.23
H 1.641461 -0.195701 -0.534348 -0.1 -0.1 0.0 0.24
H 0.833301 -1.102802 -1.843473 0.0 0.0 0.2 0.25
H -2.263495 0.191888 -0.617004 0.0 0.0 -0.1 0.35
H -0.079843 1.275431 2.466571 0.0 0.0 -0.1 0.13
```
Positions in Å, forces in eV/Å.


Here is a single C3H5NO2 molecule from OMol25. Energies are from ωB97M-V/def2-TZVPD.

Summary:
**Frontier orbital gap (alpha / beta)**: 7.67 / 7.67 eV
**Total energy**: -322.42230 Ha
**Energy above the lowest of the compared OMol25 structures with the same formula, charge and spin**: 4.137 eV
**E_LUMO (alpha / beta)**: -0.00800 / -0.00794 Eh

XYZ file:
```
11
Properties=species:S:1:pos:R:3:forces:R:3:nbo_charge:R:1
O 1.200664 2.131272 0.042373 0.1 -0.1 -0.2 -0.66
C 0.410139 1.054975 0.319314 -0.1 -0.3 0.1 -0.05
C -1.351675 -0.758673 -0.066381 0.1 0.1 0.0 0.00
N -0.409239 -1.347001 0.654185 -0.3 0.0 -0.2 -0.64
C 0.819107 -0.222184 -0.014390 0.0 0.2 -0.5 0.52
O 1.554689 -0.771491 -0.791476 -0.2 0.2 0.4 -0.59
H 1.762164 1.923873 -0.718977 -0.1 0.0 0.1 0.49
H -0.303061 1.252735 1.106558 0.1 -0.2 -0.1 0.20
H -1.972196 0.019055 0.372067 0.2 -0.1 0.0 0.18
H -1.644454 -1.108970 -1.061662 0.1 0.1 0.2 0.18
H -0.066143 -2.173586 0.158389 0.1 0.2 0.1 0.38
```
Positions in Å, forces in eV/Å.


Here is a single C3H5NO2 molecule from OMol25. Energies are from ωB97M-V/def2-TZVPD.

Summary:
**Frontier orbital gap**: 10.74 eV
**Total energy**: -322.55726 Ha
**Energy above the lowest of the compared OMol25 structures with the same formula, charge and spin**: 0.465 eV
**E_LUMO**: 0.02547 Eh
**SMILES**: NC(=O)CC=O

XYZ file:
```
11
Properties=species:S:1:pos:R:3:forces:R:3:nbo_charge:R:1
N -1.749923 -0.397024 -0.045688 0.0 0.0 -0.1 -0.82
C -0.764204 0.515156 0.178466 0.0 0.2 -0.1 0.67
O -0.949301 1.714770 0.075482 0.0 -0.4 0.0 -0.61
C 0.604829 -0.024540 0.565105 0.0 0.0 0.1 -0.62
C 1.578594 -0.034688 -0.599562 0.2 -0.2 0.0 0.45
O 2.512992 -0.793663 -0.668092 -0.5 0.3 0.0 -0.51
H -1.581935 -1.387267 -0.114141 0.1 0.2 0.1 0.40
H -2.647152 -0.038428 -0.338149 0.1 -0.1 0.0 0.41
H 0.603685 -1.006048 1.049026 -0.1 0.1 -0.1 0.24
H 0.995836 0.715514 1.274172 0.0 -0.1 0.0 0.27
H 1.396582 0.736213 -1.376615 0.0 -0.1 0.1 0.12
```
Positions in Å, forces in eV/Å.


Here is a single C3H5NO2 molecule from OMol25. Energies are from ωB97M-V/def2-TZVPD.

Summary:
**Frontier orbital gap**: 10.51 eV
**Total energy**: -322.52240 Ha
**Energy above the lowest of the compared OMol25 structures with the same formula, charge and spin**: 1.413 eV
**E_LUMO**: 0.03093 Eh
**SMILES**: O=C1NC[C@@H]1O

XYZ file:
```
11
Properties=species:S:1:pos:R:3:forces:R:3:nbo_charge:R:1
O 0.591486 1.399405 -0.857101 0.2 0.2 0.1 -0.70
C 0.176461 0.707130 0.299404 -0.1 0.1 0.2 -0.01
C -1.086640 -0.097908 -0.050291 -0.2 0.2 0.0 -0.23
N -0.280084 -1.330191 -0.032795 0.2 -0.1 -0.1 -0.63
C 0.867744 -0.677677 0.395366 0.5 -0.2 0.0 0.66
O 1.965163 -1.083309 0.671877 -0.4 0.3 -0.2 -0.56
H 1.431788 1.836605 -0.672514 0.0 -0.1 0.0 0.48
H 0.169818 1.342791 1.191013 -0.1 -0.1 -0.1 0.18
H -1.853059 -0.096602 0.730004 0.1 0.0 -0.2 0.19
H -1.523331 0.165877 -1.014974 0.1 0.0 0.1 0.21
H -0.239876 -1.982623 -0.801921 -0.2 -0.3 0.2 0.40
```
Positions in Å, forces in eV/Å.


The highest energy above the lowest of the compared OMol25 structures with the same formula, charge and spin belongs to which entry? number 6